No. 1
ORCA calculation (wB97M-V/def2-TZVPD) on a 4-piece molecular cluster, C41H69NO8 overall at a distorted geometry.

```
119
Properties=species:S:1:pos:R:3:lowdin_charge:R:1
C 2.7641 2.9654 2.0256 -0.058
C 3.5174 1.7955 2.6437 -0.250
O 3.1889 0.5534 2.0432 -0.153
C 3.7962 0.3639 0.7782 -0.139
C 2.8320 -0.2537 -0.2013 -0.048
C 2.6708 0.2139 -1.5284 -0.138
C 3.3881 1.4257 -2.0826 -0.086
C 2.4318 2.3745 -2.8199 -0.213
O 2.8761 3.7031 -2.6298 -0.131
C 1.9152 4.6834 -2.9843 -0.183
C 1.8457 5.7654 -1.9127 -0.155
O 0.5518 6.3343 -1.8561 -0.035
C -0.4232 5.6093 -1.2314 -0.269
C -1.6572 6.2304 -1.0787 0.011
C -2.7137 5.5530 -0.4965 -0.025
C -2.5941 4.2368 -0.0410 -0.194
C -3.7661 3.5039 0.6051 -0.480
C -3.8848 4.0741 2.0414 -0.038
C -3.4968 2.0034 0.7501 -0.049
C -5.1110 3.7861 -0.0871 -0.114
C -5.4750 3.0968 -1.4330 -0.574
C -6.3923 4.0843 -2.1746 -0.068
C -6.2830 1.8192 -1.2122 -0.059
C -4.2819 2.8140 -2.3481 -0.040
C -1.3410 3.6484 -0.1776 -0.017
C -0.2662 4.3130 -0.7610 -0.010
C 1.7896 -0.4502 -2.3947 -0.020
C 1.0263 -1.5393 -1.9954 0.020
C 1.1759 -1.9607 -0.6887 -0.108
C 2.0645 -1.3490 0.1810 -0.031
C 1.9966 -2.1136 1.4658 -0.344
O 2.7799 -2.1694 2.3550 0.150
N 0.7792 -2.9324 1.4376 0.155
C 0.5010 -3.0693 0.0173 -0.378
O -0.0771 -3.9927 -0.4635 0.146
H 3.3381 3.4268 1.2217 0.066
H 1.8561 2.5778 1.5746 0.074
H 2.5121 3.7256 2.7574 0.076
H 4.5957 1.9567 2.5736 0.122
H 3.2733 1.6940 3.6974 0.103
H 4.6580 -0.3040 0.8840 0.146
H 4.1764 1.3086 0.4077 0.102
H 4.1824 1.1019 -2.7519 0.132
H 3.8030 2.0149 -1.2754 0.100
H 1.4296 2.2708 -2.3945 0.115
H 2.3814 2.1276 -3.8827 0.129
H 2.1530 5.1242 -3.9532 0.131
H 0.9244 4.2334 -3.0745 0.118
H 2.1553 5.3557 -0.9521 0.123
H 2.5267 6.5788 -2.1489 0.130
H -1.7910 7.2456 -1.4210 0.120
H -3.6499 6.0810 -0.3953 0.111
H -4.5676 3.4606 2.6269 0.086
H -4.2639 5.0938 2.0098 0.086
H -2.9065 4.0755 2.5159 0.089
H -4.4160 1.4581 0.9373 0.081
H -2.9812 1.5817 -0.1069 0.069
H -2.8470 1.8346 1.6102 0.086
H -5.8792 3.5023 0.6358 0.123
H -5.2251 4.8571 -0.2320 0.097
H -6.7708 3.6448 -3.0954 0.081
H -5.8148 4.9656 -2.4599 0.085
H -7.2116 4.4156 -1.5394 0.086
H -7.1558 2.0517 -0.6012 0.085
H -6.6505 1.4324 -2.1612 0.084
H -5.7189 1.0422 -0.7033 0.068
H -4.6518 2.6494 -3.3611 0.084
H -3.7686 1.8967 -2.0690 0.074
H -3.5777 3.6400 -2.3813 0.080
H -1.1689 2.6414 0.1689 0.103
H 0.6752 3.7922 -0.8385 0.092
H 1.6858 -0.0895 -3.4088 0.119
H 0.3379 -2.0323 -2.6650 0.126
H 0.0321 -2.3887 1.8647 0.150
C 1.1855 -3.2311 7.5332 -0.081
C 1.6177 -1.8110 7.8587 -0.289
O 2.9459 -1.5063 7.4810 -0.160
C 3.2387 -1.6279 6.0975 -0.268
C 2.4067 -0.7369 5.1950 -0.076
H 1.8558 -3.9512 8.0038 0.080
H 0.1737 -3.4046 7.9015 0.075
H 1.1841 -3.4238 6.4597 0.066
H 1.5920 -1.6584 8.9381 0.117
H 0.9164 -1.0909 7.4202 0.105
H 3.1549 -2.6719 5.7767 0.110
H 4.2908 -1.3563 6.0114 0.120
H 1.3438 -0.9837 5.2422 0.072
H 2.7313 -0.8539 4.1632 0.041
H 2.5178 0.3102 5.4871 0.077
C -5.9832 -6.8921 -0.8503 -0.082
C -5.4656 -5.7149 -0.0408 -0.288
O -4.6776 -6.0781 1.0757 -0.161
C -3.4987 -6.8144 0.7921 -0.279
C -2.5142 -6.0932 -0.1113 -0.085
H -6.5632 -7.5650 -0.2175 0.080
H -6.6234 -6.5345 -1.6574 0.075
H -5.1734 -7.4672 -1.3008 0.065
H -6.3067 -5.1623 0.3791 0.117
H -4.9204 -5.0186 -0.6890 0.106
H -3.7523 -7.7983 0.3798 0.106
H -3.0415 -6.9908 1.7657 0.118
H -2.9285 -5.9080 -1.1038 0.069
H -1.6121 -6.6915 -0.2361 0.080
H -2.2284 -5.1358 0.3179 0.062
C 4.5959 -2.7904 -2.4491 -0.065
C 4.4241 -2.6689 -3.9540 -0.277
O 5.6186 -2.3811 -4.6555 -0.158
C 6.6599 -3.3338 -4.5313 -0.281
C 6.2947 -4.7244 -5.0213 -0.079
H 5.0318 -1.8742 -2.0460 0.080
H 3.6263 -2.9536 -1.9773 0.067
H 5.2486 -3.6223 -2.1834 0.072
H 3.7595 -1.8335 -4.1805 0.107
H 3.9449 -3.5692 -4.3561 0.111
H 7.0224 -3.3760 -3.4977 0.107
H 7.4746 -2.9341 -5.1347 0.118
H 5.4897 -5.1696 -4.4355 0.066
H 7.1609 -5.3822 -4.9458 0.077
H 5.9746 -4.6901 -6.0634 0.081
```

Output
Structure (SMILES): CCOCc1c(CCOCCOc2ccc(C(C)(C)CC(C)(C)C)cc2)ccc2c1C(=O)NC2=O.CCOCC.CCOCC.CCOCC
Gap between HOMO and LUMO: 8.1 eV
Electronic energy: -61504.33833 eV

=====

No. 2
ORCA calculation (wB97M-V/def2-TZVPD) on a 9-piece molecular cluster, C41H71O24P3 overall at a distorted geometry.

```
139
Properties=species:S:1:pos:R:3:lowdin_charge:R:1
C -1.2023 -4.5743 -7.8238 -0.011
C -1.3164 -3.9392 -9.0383 -0.034
C -0.3176 -3.0852 -9.4795 -0.332
C 0.8058 -2.7032 -8.7501 0.034
C 0.8931 -3.4346 -7.5080 -0.012
C -0.0530 -4.2945 -7.0561 -0.352
O -0.0101 -4.8321 -5.8070 0.034
O -0.4711 -2.5035 -10.7189 0.029
H -1.8985 -5.2728 -7.3838 0.115
H -2.0600 -4.3054 -9.7307 0.117
H 1.5908 -2.0630 -9.1248 0.116
H 1.8196 -3.3450 -6.9603 0.113
H -0.8982 -5.1005 -5.5603 0.095
H -1.3753 -2.6527 -11.0050 0.092
C 3.6320 6.5565 0.5277 -0.079
C 3.3703 5.9046 -0.6125 -0.003
C 2.0543 5.4171 -0.8474 -0.344
C 1.0097 5.8572 -0.0128 -0.022
C 1.3073 6.5387 1.1704 0.013
C 2.6913 6.8711 1.4175 -0.293
O 3.0223 7.6917 2.5225 0.011
O 1.8112 4.7109 -1.9545 0.067
H 4.6239 6.8596 0.8287 0.124
H 3.9757 5.7920 -1.4997 0.123
H 0.0363 5.4628 -0.2644 0.110
H 0.5816 6.6399 1.9638 0.107
H 3.9581 7.6420 2.7309 0.087
H 1.0328 4.2619 -1.6169 0.099
C 6.6451 0.3916 1.1938 -0.007
C 6.8144 -0.6071 2.1870 0.009
C 7.8111 -1.6194 1.9202 -0.326
C 8.4984 -1.6317 0.7140 -0.037
C 8.2855 -0.6938 -0.2668 -0.026
C 7.3637 0.3390 -0.0258 -0.333
O 7.0226 1.2813 -0.9254 0.035
O 7.9554 -2.5865 2.8471 0.043
H 5.9514 1.1756 1.4596 0.105
H 6.3820 -0.6491 3.1758 0.103
H 9.1710 -2.4634 0.5645 0.116
H 8.8093 -0.7701 -1.2082 0.110
H 7.2249 1.2425 -1.8630 0.111
H 7.2544 -2.6039 3.5027 0.095
C -1.0068 -0.9280 -0.8786 -0.036
C -0.3669 -1.8050 -1.7460 -0.017
C 1.0261 -2.1047 -1.5671 -0.233
C 1.6663 -1.3930 -0.4538 0.015
C 1.0568 -0.2460 0.1464 -0.007
C -0.2740 -0.0871 -0.1058 -0.402
O -0.9430 0.9878 0.3800 0.028
O 1.8817 -2.9326 -2.3392 0.020
H -2.0833 -0.8670 -0.9404 0.120
H -0.9460 -2.4078 -2.4299 0.102
H 2.7179 -1.5529 -0.2665 0.099
H 1.6087 0.5493 0.6253 0.118
H -1.1294 0.9147 1.3189 0.105
H 1.3656 -3.3380 -3.0399 0.086
C 4.7709 -8.5514 -2.7278 -0.106
O 5.4376 -7.6811 -3.6463 -0.240
P 7.0930 -7.6208 -3.7482 0.513
O 7.6874 -7.4848 -2.4071 -0.247
O 7.6192 -8.8853 -4.6793 -0.231
C 8.9757 -9.2699 -4.8222 -0.121
O 7.4055 -6.3232 -4.7206 -0.228
C 7.1510 -5.0655 -4.1099 -0.127
H 5.3616 -9.1951 -2.0760 0.089
H 3.9635 -9.1053 -3.2068 0.086
H 4.3297 -7.7903 -2.0842 0.089
H 9.2809 -10.2934 -4.6045 0.086
H 9.6896 -8.5897 -4.3575 0.089
H 9.1591 -9.2154 -5.8953 0.084
H 6.4791 -5.0200 -3.2529 0.092
H 6.7231 -4.4996 -4.9374 0.086
H 8.0939 -4.5451 -3.9416 0.088
C -6.0901 3.8902 0.5408 -0.092
O -7.4620 4.3122 0.4916 -0.226
P -7.7122 5.8980 0.3506 0.486
O -7.2398 6.3974 -0.9748 -0.253
O -6.7941 6.5235 1.5637 -0.247
C -5.6224 7.2658 1.3293 -0.136
O -9.2236 6.1956 0.8710 -0.194
C -10.3047 5.9466 0.0031 -0.135
H -5.9294 3.4460 -0.4415 0.096
H -5.8695 3.2554 1.3990 0.094
H -5.3413 4.6799 0.6009 0.073
H -5.2563 7.5777 0.3511 0.094
H -4.8585 6.9939 2.0577 0.089
H -6.0918 8.1694 1.7182 0.089
H -10.7964 4.9799 0.1124 0.092
H -10.0971 6.0301 -1.0636 0.083
H -11.0210 6.7682 0.0033 0.090
C -11.2317 -0.2590 -1.5937 -0.088
O -10.3780 -1.3673 -2.0090 -0.231
P -8.7491 -1.3124 -1.8028 0.495
O -7.9706 -2.2863 -2.5572 -0.219
O -8.5778 -1.2967 -0.1184 -0.208
C -7.4884 -1.9460 0.4646 -0.166
O -8.4158 0.1791 -2.3269 -0.244
C -8.8752 0.5432 -3.6376 -0.104
H -10.7358 0.7095 -1.6581 0.070
H -11.5032 -0.2931 -0.5386 0.086
H -12.1356 -0.2282 -2.2021 0.092
H -6.8330 -1.1840 0.8865 0.082
H -6.6995 -2.4790 -0.0660 0.085
H -7.7537 -2.6464 1.2566 0.088
H -9.7084 1.2445 -3.5918 0.085
H -9.1899 -0.3671 -4.1479 0.083
H -8.1029 0.8810 -4.3288 0.092
C 3.2607 1.3657 5.8416 -0.116
O 3.9827 0.1315 6.0102 -0.175
C 3.1243 -1.0395 5.7280 -0.156
C 3.7970 -2.3972 5.9784 -0.224
O 4.3719 -3.0583 4.9062 -0.183
C 3.4977 -3.5572 3.9321 -0.123
H 3.0969 1.8618 4.8850 0.081
H 3.8310 2.0777 6.4382 0.083
H 2.2924 1.3484 6.3418 0.075
H 2.9134 -0.9773 4.6604 0.114
H 2.1666 -1.1590 6.2347 0.118
H 3.3386 -3.1440 6.6268 0.126
H 4.6993 -2.2252 6.5652 0.127
H 3.1388 -2.8537 3.1809 0.070
H 2.5579 -4.0041 4.2564 0.093
H 4.1012 -4.1770 3.2689 0.092
C -1.8979 1.7752 5.4744 -0.088
O -2.1195 3.0541 4.8799 -0.172
C -2.4036 4.1740 5.7477 -0.211
C -1.4557 4.6617 6.7725 -0.193
O -1.1548 3.6822 7.7787 -0.193
C -1.9289 3.5644 8.9326 -0.132
H -1.8637 1.8560 6.5609 0.075
H -0.9479 1.3422 5.1613 0.076
H -2.6154 1.0594 5.0734 0.081
H -3.3026 3.9296 6.3136 0.119
H -2.8100 5.0364 5.2192 0.127
H -1.8420 5.6056 7.1572 0.132
H -0.5230 4.8343 6.2355 0.130
H -2.3238 2.5484 8.9338 0.082
H -2.8993 4.0550 8.8565 0.081
H -1.6208 3.8490 9.9386 0.086
```

Output
Structure (SMILES): COP(=O)(OC)OC.COP(=O)(OC)OC.COP(=O)(OC)OC.Oc1ccc(O)cc1.Oc1ccc(O)cc1.Oc1ccc(O)cc1.Oc1ccc(O)cc1.COCCOC.COCCOC
Gap between HOMO and LUMO: 7.7 eV
Electronic energy: -120670.71809 eV

=====

No. 3
ORCA calculation (wB97M-V/def2-TZVPD) on a 7-piece molecular cluster, C41H72FN7O11 overall at a distorted geometry.

```
132
Properties=species:S:1:pos:R:3:lowdin_charge:R:1
C -6.2848 -5.4307 -1.0935 -0.151
C -5.7020 -3.9466 -0.8373 -0.200
C -4.4689 -3.7093 -1.8408 -0.191
O -4.6686 -2.5680 -2.7560 -0.115
C -3.3791 -1.9324 -2.8108 -0.158
C -2.2239 -2.6042 -3.6292 0.082
C -0.8119 -1.9139 -3.6786 -0.060
C 0.3040 -2.7316 -4.5179 -0.253
F 0.0361 -2.6702 -5.9489 -0.081
C 1.8029 -2.3167 -4.1437 -0.182
C 2.3587 -3.0948 -2.8180 -0.096
C -0.5326 -0.5529 -2.9695 0.064
C -1.6718 0.1451 -2.1973 -0.013
C -3.0647 -0.5828 -2.1275 0.038
C -4.2050 0.1710 -1.2693 -0.223
O -5.4348 0.0481 -1.4871 0.057
C -3.6381 1.0716 -0.0548 -0.052
C -4.5905 1.1131 1.2543 -0.131
C -5.4217 2.4785 1.4053 -0.254
N -6.7129 2.1225 2.1097 -0.037
C -2.3698 1.7460 -0.1214 -0.046
C -1.9259 2.5574 1.1767 -0.087
C -0.7941 3.6706 0.9390 -0.146
O 0.5081 3.2157 1.4632 -0.075
C 0.5031 3.3164 2.9035 -0.354
O 0.5777 4.4200 3.5122 0.041
C 0.3941 2.0055 3.8557 -0.134
C 1.4577 2.1008 5.0807 -0.112
C -1.5373 1.5703 -1.4585 -0.224
O -0.8202 2.4361 -2.0163 0.047
H -6.2004 -5.6775 -2.2074 0.071
H -5.6448 -6.2071 -0.5243 0.084
H -7.3653 -5.4734 -0.7397 0.060
H -5.2593 -3.9623 0.2275 0.100
H -6.4937 -3.1231 -0.8587 0.123
H -4.2027 -4.6572 -2.4487 0.128
H -3.5539 -3.4328 -1.1903 0.129
H -2.4520 -3.5889 -4.1710 0.122
H 0.1713 -3.8307 -4.1836 0.144
H 1.9110 -1.1881 -4.0115 0.086
H 2.5115 -2.6109 -5.0084 0.113
H 2.5013 -2.3695 -1.9444 0.069
H 1.7345 -4.0173 -2.5641 0.074
H 3.4093 -3.4865 -3.0876 0.077
H 0.4775 -0.0377 -3.0311 0.096
H -3.8870 0.9118 2.1440 0.117
H -5.3282 0.2444 1.2050 0.113
H -4.8790 3.2068 2.1248 0.103
H -5.5753 3.0578 0.4352 0.125
H -7.5159 2.3610 1.5152 0.066
H -6.7136 2.6352 2.9987 0.057
H -1.5378 1.7738 1.9347 0.124
H -2.8004 3.0795 1.7197 0.108
H -1.0750 4.5736 1.6087 0.127
H -0.7277 4.0789 -0.1208 0.130
H 0.6604 1.1196 3.1883 0.112
H -0.6550 1.8976 4.3181 0.120
H 1.8881 1.0404 5.1974 0.083
H 0.9178 2.3250 6.0694 0.068
H 2.3367 2.7925 4.8666 0.090
C 4.1768 0.5099 -2.2689 -0.352
O 3.3527 0.4806 -1.3729 0.001
N 4.3280 1.5218 -3.1700 -0.202
C 5.3357 1.4811 -4.2103 -0.065
C 3.4524 2.6751 -3.0841 -0.040
H 4.8907 -0.3156 -2.4231 0.132
H 6.0049 2.3372 -4.0897 0.080
H 4.8415 1.5361 -5.1838 0.094
H 5.9190 0.5608 -4.1567 0.084
H 3.5711 3.1429 -2.1038 0.094
H 2.4154 2.3472 -3.1917 0.087
H 3.6919 3.3966 -3.8664 0.086
C 1.5392 -4.3660 -7.9912 -0.340
O 2.3685 -4.5888 -7.1278 0.008
N 1.6190 -4.7858 -9.2875 -0.207
C 0.5891 -4.4800 -10.2588 -0.064
C 2.7702 -5.5618 -9.7054 -0.050
H 0.6277 -3.7862 -7.7799 0.114
H 0.1748 -5.4151 -10.6449 0.087
H 1.0317 -3.9096 -11.0796 0.088
H -0.2121 -3.8934 -9.8068 0.086
H 2.8253 -6.4729 -9.1048 0.092
H 3.6773 -4.9762 -9.5369 0.092
H 2.6931 -5.8229 -10.7618 0.085
C -7.8459 -5.3888 2.3115 -0.306
O -7.0973 -5.0939 1.3978 -0.017
N -8.0714 -6.6545 2.7664 -0.201
C -8.9794 -6.9277 3.8616 -0.063
C -7.3805 -7.7617 2.1338 -0.042
H -8.4191 -4.6237 2.8597 0.135
H -8.4268 -7.4147 4.6692 0.089
H -9.7728 -7.5918 3.5091 0.089
H -9.4255 -6.0061 4.2384 0.084
H -6.3022 -7.6109 2.2264 0.094
H -7.6405 -7.7870 1.0728 0.092
H -7.6605 -8.7059 2.6028 0.087
C 3.1828 2.7513 7.9285 -0.344
O 3.4443 1.6713 7.4295 0.003
N 4.0948 3.7162 8.2457 -0.196
C 3.7067 4.9809 8.8396 -0.051
C 5.4983 3.4680 7.9800 -0.047
H 2.1473 3.0384 8.1700 0.113
H 4.0194 5.7939 8.1789 0.090
H 4.2020 5.0838 9.8085 0.091
H 2.6258 5.0311 8.9832 0.067
H 5.6336 3.2840 6.9114 0.092
H 5.8155 2.5793 8.5311 0.092
H 6.1025 4.3236 8.2844 0.086
C 8.5730 2.1897 -5.6536 -0.357
O 8.4816 0.9754 -5.6310 0.008
N 9.5349 2.9209 -5.0209 -0.206
C 9.5757 4.3670 -5.0965 -0.064
C 10.5485 2.2291 -4.2482 -0.045
H 7.8542 2.8121 -6.2112 0.131
H 10.5269 4.6737 -5.5391 0.089
H 9.4922 4.7789 -4.0875 0.089
H 8.7569 4.7496 -5.7079 0.084
H 11.0925 1.5441 -4.9029 0.094
H 10.0637 1.6486 -3.4596 0.094
H 11.2442 2.9421 -3.8039 0.087
C -1.0345 4.5978 9.7559 -0.341
O 0.0387 4.7669 10.3052 0.007
N -1.2602 4.7187 8.4167 -0.199
C -2.5680 4.5012 7.8333 -0.060
C -0.1548 5.0765 7.5504 -0.038
H -1.9381 4.3233 10.3240 0.130
H -2.5029 3.6865 7.1073 0.086
H -2.8893 5.4160 7.3286 0.090
H -3.2992 4.2398 8.5998 0.084
H 0.6300 4.3235 7.6451 0.053
H 0.2463 6.0432 7.8653 0.097
H -0.4835 5.1360 6.5118 0.090
```

Output
Structure (SMILES): CCCOc1cc([C@@H](F)CC)cc2c1C(=O)C(CCN)=C(CCOC(=O)CC)C2=O.CN(C)C=O.CN(C)C=O.CN(C)C=O.CN(C)C=O.CN(C)C=O.CN(C)C=O
Gap between HOMO and LUMO: 7.8 eV
Electronic energy: -79345.59742 eV

=====

Q: The lowest gap between HOMO and LUMO belongs to which entry?
A: C41H71O24P3

=====

Q: Among the records above, which one has the highest electronic energy?
A: C41H69NO8